C44H59InN10OPS as an isolated structure. Source: OMol25; level of theory: ωB97M-V/def2-TZVPD.

Results
* energy above the lowest of the compared OMol25 structures with the same formula, charge and spin: 0.0 kJ/mol
* orbital gap: 6.48 eV
* LUMO energy: 1.2 eV
* total charge: -1

XYZ file:
```
117
Properties=species:S:1:pos:R:3:mulliken_charge:R:1
C 6.4240 -7.9283 -0.7667 -0.100
C 5.7958 -7.5215 -1.7195 -0.656
In 4.6886 -6.6398 -3.3879 0.690
O 4.5908 -8.0887 -4.8623 -0.694
C 5.3668 -7.8200 -6.0053 -0.285
C 6.8654 -7.9127 -5.7488 -0.976
P 2.3557 -5.9816 -2.5917 0.028
S 1.5411 -4.6103 -3.8004 -0.525
H 7.0350 -8.1346 0.0820 0.411
H 5.5289 -5.2137 -3.9436 -0.319
H 5.1162 -8.5689 -6.7698 0.314
H 5.1115 -6.8343 -6.4197 0.256
H 7.2434 -7.0723 -5.1640 0.255
H 7.4023 -7.9102 -6.7037 0.382
H 7.0877 -8.8486 -5.2341 0.210
H 2.4376 -5.4623 -1.2848 0.042
H 1.4742 -7.0722 -2.4535 0.024
N 0.8642 -1.3317 -3.3863 0.199
C 0.7781 -0.1106 -3.9872 -0.495
C 0.2472 0.7730 -3.0812 -0.716
C 0.0050 0.0428 -1.8860 0.382
C 0.3959 -1.2540 -2.1132 -0.587
H 1.2219 -2.1796 -3.8052 0.010
H 1.1057 0.0304 -5.0029 0.355
H 0.0595 1.8201 -3.2548 0.382
H -0.4037 0.4243 -0.9644 0.056
H 0.3848 -2.1256 -1.4812 0.329
N -1.6659 1.2747 1.4467 0.000
C -1.9418 2.3911 2.1875 -0.977
C -1.0684 2.4240 3.2431 -0.660
C -0.2322 1.2791 3.1279 -0.356
C -0.6299 0.5921 2.0099 -0.451
H -2.1498 0.9974 0.6107 0.256
H -2.7362 3.0621 1.9039 0.773
H -1.0304 3.1809 4.0091 0.447
H 0.5762 1.0001 3.7849 0.546
H -0.2586 -0.3164 1.5661 0.451
N -1.3640 5.6377 0.8904 0.140
C -1.4088 6.8646 1.4927 -0.524
C -1.5121 7.8124 0.5101 -0.478
C -1.5202 7.1276 -0.7361 -0.762
C -1.4293 5.7868 -0.4657 -0.389
H -1.2893 4.7582 1.3723 0.240
H -1.3693 6.9586 2.5646 0.469
H -1.5767 8.8765 0.6641 0.386
H -1.5838 7.5684 -1.7174 0.446
H -1.4017 4.9324 -1.1205 0.461
N 4.2880 -10.6432 -2.8204 0.210
C 5.1073 -11.7048 -2.5800 -0.423
C 4.5488 -12.4547 -1.5754 -0.506
C 3.3407 -11.8102 -1.1953 -0.539
C 3.2132 -10.6950 -1.9844 -0.341
H 4.4553 -9.9201 -3.5070 0.173
H 6.0184 -11.8364 -3.1380 0.364
H 4.9626 -13.3579 -1.1575 0.387
H 2.6498 -12.1240 -0.4300 0.388
H 2.4505 -9.9357 -2.0174 0.318
N -6.3411 7.9206 0.0234 0.140
C -5.0868 7.5297 0.4080 -0.582
C -5.0723 7.4732 1.7761 0.009
C -6.3678 7.8432 2.2321 -0.888
C -7.1268 8.1176 1.1264 -0.338
H -6.6381 8.0636 -0.9232 0.117
H -4.3140 7.3298 -0.3150 0.348
H -4.2235 7.2025 2.3804 0.441
H -6.7005 7.9079 3.2548 0.389
H -8.1501 8.4386 1.0308 0.372
N -0.9560 -1.3944 5.2325 0.106
C -0.1419 -2.4854 5.3721 -0.459
C -0.6709 -3.2835 6.3519 -0.678
C -1.8531 -2.6487 6.8196 -0.599
C -2.0010 -1.4874 6.1076 -0.374
H -0.8130 -0.6379 4.5848 0.237
H 0.7366 -2.6087 4.7607 0.555
H -0.2595 -4.2197 6.6905 0.396
H -2.5195 -3.0061 7.5868 0.383
H -2.7581 -0.7232 6.1490 0.381
N -6.4321 9.8937 -3.3115 0.106
C -6.0716 11.1880 -3.5668 -0.528
C -7.0832 11.9996 -3.1295 -0.457
C -8.0955 11.1626 -2.5874 -0.714
C -7.6647 9.8702 -2.7135 -0.281
H -5.8766 9.0885 -3.5350 0.227
H -5.1306 11.4198 -4.0350 0.413
H -7.0975 13.0747 -3.1908 0.389
H -9.0315 11.4742 -2.1555 0.410
H -8.1339 8.9399 -2.4392 0.434
N 3.4658 -1.5584 4.8151 0.127
C 3.7014 -2.2466 5.9736 -0.588
C 4.9578 -2.7837 5.8896 -0.328
C 5.4969 -2.4074 4.6275 -0.353
C 4.5528 -1.6503 3.9890 -0.679
H 2.6199 -1.0629 4.6031 0.179
H 2.9590 -2.2935 6.7521 0.389
H 5.4362 -3.3791 6.6503 0.404
H 6.4696 -2.6518 4.2339 0.486
H 4.5610 -1.1758 3.0229 0.379
N -9.8676 6.3105 -3.4544 0.015
C -11.1599 6.0967 -3.8499 -0.553
C -11.2169 6.2695 -5.2065 -0.344
C -9.9066 6.6002 -5.6479 -0.517
C -9.0982 6.6191 -4.5441 -0.367
H -9.5367 6.2453 -2.5096 0.204
H -11.9233 5.8377 -3.1367 0.371
H -12.0986 6.1680 -5.8167 0.386
H -9.5952 6.8004 -6.6592 0.397
H -8.0454 6.8197 -4.4429 0.413
N 8.3024 -4.7020 4.6490 -0.006
C 8.7638 -4.7857 3.3644 -0.441
C 10.1258 -4.9176 3.4170 -0.489
C 10.4992 -4.9144 4.7890 -0.494
C 9.3510 -4.7807 5.5234 -0.399
H 7.3379 -4.6021 4.9098 0.255
H 8.0878 -4.7482 2.5272 0.426
H 10.7809 -5.0089 2.5671 0.408
H 11.4956 -5.0014 5.1893 0.381
H 9.1920 -4.7352 6.5872 0.362
```

---

A 2-piece molecular cluster, C40H52N2O3 overall. Source: OMol25; level of theory: ωB97M-V/def2-TZVPD.

Results
* energy above the lowest of the compared OMol25 structures with the same formula, charge and spin: 58.1 kJ/mol
* orbital gap: 4.62 eV
* LUMO energy: -2.1 eV

XYZ file:
```
97
Properties=species:S:1:pos:R:3:mulliken_charge:R:1
C -3.4018 0.6688 4.3085 -1.452
C -2.9954 -0.6125 3.6300 0.142
O -1.5529 -0.5851 3.5644 -0.297
C -1.0284 -1.7275 3.0452 -0.741
C 0.4333 -1.6628 3.0311 1.862
C 1.1878 -2.8939 2.8181 0.675
O 2.3270 -2.9853 3.3105 -0.676
C 0.6597 -4.1474 2.1086 -0.776
C 1.3205 -4.5286 0.7875 -0.243
C 2.8516 -4.3614 0.6952 -1.594
C 3.2482 -2.9861 0.1333 0.830
C 4.2967 -2.2325 0.9483 -1.081
C 4.1803 -0.7026 0.7883 -1.128
C 2.9468 -0.1055 1.4926 1.330
C 3.1488 0.1292 2.9912 -0.968
C 1.8364 0.4523 3.7048 -0.815
C 0.9917 -0.7419 4.1130 -1.225
O -1.7578 -2.6455 2.6864 -0.734
H -4.4789 0.8188 4.2198 0.422
H -3.1534 0.6208 5.3693 0.357
H -2.8867 1.5332 3.8785 0.294
H -3.3131 -1.5066 4.1877 0.437
H -3.3807 -0.6769 2.5985 -0.033
H 0.8361 -4.9688 2.8181 0.605
H -0.4223 -4.0480 1.9882 0.200
H 1.0847 -5.5835 0.6184 0.442
H 0.8711 -3.9782 -0.0409 0.007
H 3.3020 -4.5363 1.6816 0.451
H 3.2271 -5.1235 -0.0032 0.497
H 3.6339 -3.1117 -0.8945 0.734
H 2.3555 -2.3537 0.0150 -0.851
H 4.1995 -2.5012 2.0123 0.337
H 5.2992 -2.5619 0.6282 0.482
H 5.0951 -0.2458 1.1953 0.412
H 4.1240 -0.4546 -0.2818 0.287
H 2.6861 0.8529 1.0121 0.488
H 2.0631 -0.7496 1.3646 -1.163
H 3.6265 -0.7429 3.4567 0.222
H 3.8373 0.9796 3.1088 0.566
H 2.0909 0.9758 4.6365 0.478
H 1.2234 1.1359 3.1024 0.202
H 0.1270 -0.3470 4.6606 0.372
H 1.5672 -1.3663 4.8138 0.412
C -2.3071 7.4041 -1.5559 -1.050
N -2.9576 6.2893 -0.9048 0.114
C -4.2697 6.5674 -0.3630 -1.032
C -2.4179 5.0387 -0.8646 1.326
C -3.0881 3.9818 -0.1870 -0.841
C -2.5141 2.7252 -0.0731 -0.673
C -1.3047 2.4160 -0.7388 0.003
C -0.7554 1.0602 -0.7636 1.825
C -0.9974 0.2192 0.3436 -1.637
C -0.9095 -1.1818 0.4183 0.449
C -2.0205 -1.9959 -0.0094 0.820
C -1.9097 -3.3954 -0.1951 -0.045
C -3.0374 -4.1938 -0.3221 -0.904
C -4.3122 -3.6138 -0.4122 -0.572
C -4.4223 -2.2187 -0.3896 -0.780
C -3.3011 -1.4154 -0.2243 -0.600
C 0.0366 0.6343 -1.9207 -0.280
C 1.0943 -0.2904 -1.8064 0.226
C 1.9538 -0.5401 -2.8718 -0.518
C 1.7206 0.0566 -4.1431 1.052
N 2.6096 -0.0817 -5.1688 0.075
C 2.3375 0.4763 -6.4819 -1.024
C 3.9234 -0.6671 -4.9754 -0.921
C 0.5393 0.8367 -4.3118 -0.726
C -0.2421 1.1518 -3.2188 -0.882
C -0.6216 3.4785 -1.3841 -0.842
C -1.1513 4.7549 -1.4487 -0.929
H -2.5079 7.4177 -2.6366 0.329
H -2.7275 8.3199 -1.1315 0.335
H -1.2239 7.3950 -1.3952 0.327
H -4.3117 6.3654 0.7174 0.321
H -4.4749 7.6239 -0.5420 0.280
H -5.0474 5.9678 -0.8585 0.361
H -4.0655 4.1606 0.2604 0.377
H -3.0319 1.9360 0.4790 0.233
H -1.4398 0.7178 1.2181 0.903
H 0.0048 -1.6730 0.7555 -0.557
H -0.9154 -3.8295 -0.2191 0.427
H -2.9118 -5.2705 -0.3774 0.447
H -5.1959 -4.2399 -0.5221 0.399
H -5.4003 -1.7415 -0.5162 0.426
H -3.3837 -0.3229 -0.2146 0.486
H 1.2726 -0.7838 -0.8521 -0.222
H 2.8200 -1.1821 -2.7070 0.087
H 1.5094 -0.0552 -6.9774 0.321
H 2.0768 1.5458 -6.4294 0.368
H 3.2414 0.3556 -7.0913 0.277
H 4.6106 0.0064 -4.4288 0.319
H 3.8475 -1.6123 -4.4204 0.306
H 4.3455 -0.8733 -5.9652 0.309
H 0.2877 1.2495 -5.2913 0.377
H -1.0992 1.8130 -3.3546 0.532
H 0.3388 3.2844 -1.8594 0.579
H -0.6004 5.5360 -1.9703 0.253
```

---

C43H37N3O3S2SiTi as an isolated structure. Source: OMol25; level of theory: ωB97M-V/def2-TZVPD.

Results
* energy above the lowest of the compared OMol25 structures with the same formula, charge and spin: 135.4 kJ/mol
* orbital gap (spin up / spin down): 5.81 / 6.70 eV
* 2S+1: 2
* LUMO energy (spin up / spin down): -3.7 / -3.9 eV
* total charge: +1
* ⟨S²⟩: 0.773

XYZ file:
```
90
Properties=species:S:1:pos:R:3:lowdin_spin:R:1
Ti 0.5213 -0.2077 -0.2730 0.729
S 5.1580 -3.0694 -1.8977 -0.001
C 6.7508 -3.6985 -1.8357 -0.010
C 7.6249 -2.8299 -1.2602 0.000
C 7.0195 -1.6194 -0.8747 -0.010
C 5.6749 -1.5796 -1.1435 0.002
C 4.7091 -0.5332 -0.8984 -0.005
C 3.3537 -0.8554 -0.8855 0.075
N 2.3783 0.0359 -0.6652 -0.006
C 2.7364 1.3601 -0.5903 0.043
C 4.0896 1.7779 -0.5480 0.000
C 4.3439 3.1834 -0.4303 0.007
C 3.3356 4.0876 -0.3831 -0.014
C 1.9672 3.6925 -0.5103 0.008
C 0.8960 4.5774 -0.5660 -0.002
C -0.4026 4.0877 -0.7634 0.010
C -0.5606 2.7003 -0.9035 0.006
N 0.4272 1.8247 -0.8321 0.012
C 1.6921 2.3033 -0.6256 0.001
C -1.5637 4.9435 -0.8311 0.000
C -1.7347 6.2088 -0.3305 0.003
C -3.0327 6.7150 -0.5327 0.000
C -3.8373 5.8498 -1.2057 0.003
S -3.0300 4.3905 -1.6006 0.001
C 5.0807 0.8072 -0.6667 0.083
H 6.9376 -4.6824 -2.2222 -0.001
H 8.6680 -3.0537 -1.1234 0.000
H 7.5601 -0.8297 -0.3857 -0.001
H 3.0390 -1.8811 -1.0525 0.003
H 5.3739 3.5064 -0.3876 0.000
H 3.5509 5.1405 -0.2760 -0.001
H 1.0735 5.6386 -0.4857 0.000
H -1.5582 2.3027 -1.0676 0.000
H -0.9707 6.7603 0.1865 0.000
H -3.3546 7.6813 -0.1855 0.000
H -4.8623 5.9760 -1.4906 0.000
H 6.1212 1.0836 -0.6188 0.004
O -1.5706 -0.0597 -0.2804 0.009
C -2.1017 0.1237 1.0517 0.006
C -0.8789 0.2602 2.0146 0.007
O -1.0501 0.3676 3.2017 -0.001
O 0.2806 0.2546 1.4359 0.036
C -2.9092 -1.0869 1.4874 0.000
C -2.9216 -2.2581 0.7401 0.000
C -3.7072 -3.3257 1.1444 0.000
C -4.4749 -3.2273 2.2925 0.000
C -4.4521 -2.0639 3.0469 0.000
C -3.6728 -0.9948 2.6455 0.000
C -3.0122 1.3478 1.0727 0.000
C -4.1891 1.2823 0.3277 0.000
C -5.0809 2.3383 0.3323 0.000
C -4.8056 3.4689 1.0846 0.000
C -3.6278 3.5494 1.8056 0.000
C -2.7282 2.4965 1.7979 0.000
H -2.3393 -0.1954 -0.8625 0.000
H -2.3155 -2.3625 -0.1508 0.000
H -3.7156 -4.2340 0.5589 0.000
H -5.0907 -4.0579 2.6034 0.000
H -5.0453 -1.9837 3.9468 0.000
H -3.6429 -0.0850 3.2264 0.000
H -4.4265 0.3872 -0.2326 0.000
H -5.9935 2.2723 -0.2386 0.000
H -5.5139 4.2810 1.1131 0.000
H -3.4112 4.4338 2.3854 0.000
H -1.8226 2.5630 2.3810 0.000
C 2.6217 -2.1406 1.7774 0.003
Si 1.0377 -3.0140 1.1211 -0.001
C -0.1284 -2.9701 2.6404 0.000
C 1.3682 -4.8278 0.6154 -0.001
N 0.5227 -2.0644 -0.2659 -0.015
C -0.0519 -2.4333 -1.4522 0.002
C -0.0418 -1.4676 -2.4911 0.000
C -0.6466 -1.7112 -3.7120 0.002
C -1.2854 -2.9223 -3.9374 0.001
C -1.3165 -3.8748 -2.9291 0.003
C -0.7136 -3.6457 -1.7063 0.001
H 2.7560 -2.3997 2.8239 0.000
H 2.5119 -1.0525 1.7219 0.001
H 3.5400 -2.4173 1.2684 0.001
H 0.1852 -3.7504 3.3287 0.000
H -1.1791 -3.1325 2.4217 0.000
H -0.0393 -2.0263 3.1757 0.000
H 2.0915 -5.2728 1.2890 0.000
H 1.7540 -4.9220 -0.3958 0.000
H 0.4670 -5.4292 0.6856 0.000
H 0.5215 -0.5161 -2.3345 0.001
H -0.6066 -0.9673 -4.4970 0.000
H -1.7459 -3.1241 -4.8898 0.000
H -1.8181 -4.8139 -3.1015 0.000
H -0.7638 -4.3871 -0.9270 0.000
```

---

What is the energy above the lowest of the compared OMol25 structures with the same formula, charge and spin in the third record? 135.4 kJ/mol

---

What is the energy above the lowest of the compared OMol25 structures with the same formula, charge and spin in the first record? 0.0 kJ/mol

---

What is the energy above the lowest of the compared OMol25 structures with the same formula, charge and spin in the first record? 0.0 kJ/mol